# 1
{"formula": "C8H20BrN2OP", "method": "ωB97M-V with the def2-TZVPD basis set", "species": ["Br", "P", "O", "N", "N", "C", "C", "C", "C", "C", "C", "C", "C", "H", "H", "H", "H", "H", "H", "H", "H", "H", "H", "H", "H", "H", "H", "H", "H", "H", "H", "H", "H"], "positions_angstrom": [[-0.1587, -1.3596, -4.2226], [0.2363, -1.7548, -2.0102], [1.1065, 1.6756, -3.4804], [-0.4273, 1.8691, -1.4590], [0.4241, -2.2942, -0.3238], [0.7345, 0.1248, 3.2149], [-0.6846, -0.6429, 2.9089], [-0.0306, 2.0243, -0.0067], [1.3593, -0.2278, -1.8035], [-0.9401, 3.1542, -2.0688], [0.6428, 1.2019, -2.2938], [-0.4777, -2.1063, 2.1647], [-0.7904, -2.0116, 0.5314], [0.5892, -2.5793, 2.3649], [-1.6320, -2.7985, 0.2612], [-0.6197, 1.1837, 0.5995], [-0.3447, 3.0453, 0.4824], [1.7448, -0.0227, -0.7185], [-1.0769, 3.0915, -3.2475], [-1.2727, -2.8415, 2.6233], [-1.4366, -0.0186, 2.2390], [0.9614, 1.0287, 2.5009], [2.3206, -0.4146, -2.4815], [1.3183, -1.9888, 0.1160], [-1.1469, -0.9167, 0.2619], [0.7384, 0.5536, 4.3196], [1.6119, -0.6579, 3.0521], [1.1074, 1.8461, 0.2167], [-1.2140, -0.8178, 3.9451], [0.8584, -3.0173, -2.4212], [-0.2845, 4.1032, -1.8546], [-1.2027, -1.7735, -1.8006], [-2.0140, 3.3423, -1.6100]], "nbo_charge": [-0.36, 1.04, -0.59, -0.50, -1.00, -0.64, -0.42, -0.45, -0.81, -0.44, 0.70, -0.42, -0.24, 0.21, 0.21, 0.21, 0.23, 0.24, 0.25, 0.22, 0.21, 0.21, 0.30, 0.37, 0.17, 0.22, 0.21, 0.21, 0.22, 0.03, 0.20, 0.02, 0.21], "e_tot_ha": -3416.7364, "multiplicity": 1, "smiles": "CCCCN[PH2](Br)CC(=O)N(C)C", "homo_energy_ev": -8.887, "homo_lumo_gap_ev": 9.353, "lumo_energy_ha": 0.01711}

# 2
{"formula": "C8H20ClHoOYb", "method": "ωB97M-V with the def2-TZVPD basis set", "species": ["Yb", "Ho", "Cl", "O", "C", "C", "C", "C", "C", "C", "C", "C", "H", "H", "H", "H", "H", "H", "H", "H", "H", "H", "H", "H", "H", "H", "H", "H", "H", "H", "H", "H"], "positions_angstrom": [[0.5690, 0.1912, -3.5955], [0.1554, -0.0214, -0.4832], [1.3565, -1.6789, -1.9629], [0.2485, 0.1445, 1.5322], [-0.6243, -1.1519, -4.9293], [2.5378, 1.3254, -3.7183], [1.4215, 0.5970, 3.3161], [-1.7652, -1.0440, 0.3937], [-0.1187, -1.4121, 3.4142], [0.0548, 0.0350, 2.9184], [-1.1100, 0.9257, 3.3656], [-0.9081, 1.3145, -2.0156], [-2.1002, 0.5341, 3.0562], [0.6578, -2.0596, 2.9877], [1.5232, 0.6554, 4.4106], [1.5034, 1.5727, 2.8028], [-1.7261, -0.8991, 1.4831], [-1.0862, 1.0223, 4.4712], [-0.0362, -2.0714, -4.8036], [2.3698, 1.6474, -4.7837], [-1.6196, -1.1096, -4.4697], [-0.4509, 2.3301, -2.0704], [-1.8592, 1.1939, -2.5934], [-1.0998, -1.8645, 3.1616], [2.1699, -0.0565, 2.8280], [-2.6896, -0.5969, 0.0016], [-0.4388, -0.5191, -5.8346], [2.4761, 2.1109, -2.9540], [-0.9990, 1.9182, 2.9136], [3.2504, 0.5065, -3.5573], [-1.6513, -2.1231, 0.1940], [-0.0107, -1.4168, 4.5208]], "mulliken_spin": [1.01, 4.05, -0.01, -0.01, 0.01, 0.00, 0.00, -0.03, 0.00, 0.00, 0.00, -0.02, 0.00, 0.00, 0.00, 0.00, 0.01, 0.00, 0.00, 0.00, 0.00, 0.00, 0.00, 0.00, 0.00, 0.00, 0.00, 0.00, 0.00, 0.00, 0.00, 0.00], "e_tot_ha": -2958.9191, "multiplicity": 6, "homo_energy_ev": [-3.533, -3.553], "total_charge": -1, "s2": 8.7563, "homo_lumo_gap_ev": [6.173, 6.184], "lumo_energy_ha": [0.09699, 0.09667]}

# 3
{"formula": "C8H20ClOTiTm", "method": "ωB97M-V with the def2-TZVPD basis set", "species": ["Tm", "Ti", "Cl", "O", "C", "C", "C", "C", "C", "C", "C", "C", "H", "H", "H", "H", "H", "H", "H", "H", "H", "H", "H", "H", "H", "H", "H", "H", "H", "H", "H", "H"], "positions_angstrom": [[0.2615, 0.3026, -0.7170], [-2.6002, 1.5753, -2.5695], [-2.6444, 3.3247, -3.6555], [2.0674, -0.3824, 0.3814], [1.2659, 0.8447, 2.4446], [-0.4414, 1.3811, 0.9758], [-1.4117, 0.0793, -3.3553], [1.6499, -1.5830, 2.4191], [-4.3396, 0.8368, -1.6842], [3.5678, 0.1313, 1.9815], [0.2525, -2.1243, -1.3624], [2.1046, -0.2519, 1.8049], [-0.3750, 2.3798, 0.3131], [1.4628, 1.8402, 2.0449], [-0.7563, -2.5667, -1.3975], [0.5589, -1.7007, 2.2607], [2.1822, -2.4183, 1.9400], [1.8472, -1.5469, 3.5051], [1.4485, 0.8379, 3.5271], [3.8325, 0.1838, 3.0422], [-1.0170, 0.5660, -4.2849], [4.1792, -0.6018, 1.4429], [0.1732, 0.6975, 2.2934], [0.8047, -2.6742, -2.1551], [3.7195, 1.1151, 1.5080], [-0.6748, -0.6603, -2.9084], [-1.6398, 1.3508, 1.0082], [-2.3194, -0.4740, -3.7475], [-4.1534, 0.6672, -0.5908], [0.6884, -2.5355, -0.4320], [-4.5102, -0.1485, -2.1824], [-5.1833, 1.5547, -1.8503]], "mulliken_spin": [1.85, 0.39, 0.01, 0.00, 0.06, 0.74, -0.05, 0.01, -0.02, 0.01, -0.01, 0.00, -0.01, 0.00, 0.00, 0.00, 0.00, 0.00, -0.01, 0.00, 0.00, 0.00, 0.03, 0.00, 0.00, 0.02, 0.00, -0.01, 0.00, 0.00, 0.00, 0.00], "e_tot_ha": -2786.6795, "multiplicity": 4, "homo_energy_ev": [-3.537, -2.575], "total_charge": -1, "s2": 4.0023, "homo_lumo_gap_ev": [5.944, 5.323], "lumo_energy_ha": [0.08848, 0.10100], "de_lowest_ev": 4.872}

# 4
{"formula": "C8H20INO", "method": "ωB97M-V with the def2-TZVPD basis set", "species": ["I", "O", "N", "C", "C", "C", "C", "C", "C", "C", "C", "H", "H", "H", "H", "H", "H", "H", "H", "H", "H", "H", "H", "H", "H", "H", "H", "H", "H", "H", "H"], "positions_angstrom": [[-4.1933, -1.6929, 0.8895], [1.9513, -1.4886, -0.5787], [-0.1287, 0.4225, 0.3126], [-0.1807, 1.3048, -0.9383], [-1.2121, 0.3620, 2.7378], [3.1642, -1.3566, -1.4101], [-1.6248, 1.1695, -1.6190], [-0.2599, -1.1431, -0.0639], [0.6997, -1.5108, -1.2397], [-1.2416, 0.9085, 1.3296], [1.1255, 0.8683, 0.9964], [-2.2100, 0.5553, 0.9752], [-0.1552, -1.7841, 0.8115], [-2.4338, 1.7163, -1.1346], [3.4767, -0.3477, -1.6792], [2.0438, 0.7902, 0.4144], [0.1167, 2.3185, -0.6700], [-1.3891, -0.7133, 2.7144], [0.5963, -0.8855, -2.1265], [1.3031, 0.2756, 1.8938], [3.9246, -1.7925, -0.7622], [-0.3013, 0.4191, 3.3337], [-1.6723, 1.4088, -2.6814], [-1.9797, 0.1413, -1.5489], [-1.2061, 1.9974, 1.3654], [-1.9740, 0.8094, 3.3762], [0.9196, 1.8602, 1.3988], [0.5218, -2.4737, -1.7185], [3.0263, -2.0443, -2.2444], [0.5755, 1.1012, -1.6965], [-1.2825, -1.1958, -0.4375]], "mulliken_spin": [0.01, -1.22, -1.93, 1.40, 0.17, 1.79, 0.24, -0.28, 0.18, 0.18, 1.13, 0.04, 0.17, 0.01, -0.49, 0.08, -0.14, 0.01, 0.00, 0.50, -0.16, -0.03, -0.21, 0.05, -0.17, -0.05, -0.48, 0.12, 0.12, -0.01, -0.05], "e_tot_ha": -744.3922, "multiplicity": 2, "homo_energy_ev": [0.274, -4.397], "total_charge": -1, "s2": 0.7504, "homo_lumo_gap_ev": [2.822, 7.606], "lumo_energy_ha": [0.11378, 0.11789], "de_lowest_ev": 0.343}